The following is a quantum chemistry calculation of a molecular structure, C2H4NP in a non-equilibrium geometry, from the OMol25 dataset.

Properties
Gap between HOMO and LUMO (spin up / spin down), eV: 7.804 / 7.764
LUMO level (spin up / spin down), eV: 0.112 / 0.397
Energy above the lowest of the compared OMol25 structures with the same formula, charge and spin, eV: 4.7386
E_HOMO (spin up / spin down), eV: -7.692 / -7.367
Maximum force, eV/Å: 2.57

Structure (ORCA input):
```
! wB97M-V def2-TZVPD RIJCOSX def2/J DEFGRID3
* xyz 0 1
C 1.30 -0.18 -0.18
C 1.13 1.07 -0.02
N 0.26 0.28 0.77
P -1.85 -0.24 -0.22
H 1.77 -1.04 -0.62
H 1.26 2.10 -0.40
H -2.79 -0.50 0.88
H -1.08 -1.48 -0.22
*
```


The following is a quantum chemistry calculation of Cl2S2 in the gas phase in a non-equilibrium geometry, from the OMol25 dataset.

Properties
Gap between HOMO and LUMO, eV: 8.878
LUMO level, eV: -0.823
Energy above the lowest of the compared OMol25 structures with the same formula, charge and spin, eV: 0.1610
E_HOMO, eV: -9.702
SMILES: ClSSCl
Maximum force, eV/Å: 1.07

Structure (ORCA input):
```
! wB97M-V def2-TZVPD RIJCOSX def2/J DEFGRID3
* xyz 0 1
Cl -1.74 -0.82 -0.20
S -0.87 0.88 0.59
S 0.76 0.80 -0.51
Cl 1.84 -0.86 0.13
*
```


The following is a quantum chemistry calculation of a molecular structure, C42H39N5O8Pb in a non-equilibrium geometry, from the OMol25 dataset.

Properties
Gap between HOMO and LUMO, eV: 5.009
LUMO level, eV: -2.312
Energy above the lowest of the compared OMol25 structures with the same formula, charge and spin, eV: 3.5615
E_HOMO, eV: -7.321
Maximum force, eV/Å: 1.84

Structure (ORCA input):
```
! wB97M-V def2-TZVPD RIJCOSX def2/J DEFGRID3
* xyz 0 1
Pb 0.65 -1.79 0.04
C -3.10 5.22 2.70
O -3.38 4.05 3.47
C -3.53 2.01 2.05
C -4.81 1.76 2.75
C -5.14 0.55 3.22
C -4.38 -0.59 2.83
C -3.30 -0.53 1.98
C -2.86 -1.83 1.43
N -2.86 -2.03 0.17
N -2.79 -3.23 -0.38
C -1.72 -3.97 -0.28
O -0.71 -3.64 0.43
C -1.72 -5.24 -1.07
C -0.50 -5.88 -1.29
C -0.46 -7.04 -2.04
C -1.63 -7.58 -2.56
C -2.84 -6.94 -2.33
C -2.89 -5.77 -1.59
C -2.79 0.75 1.61
O -1.78 0.85 0.81
H -3.74 6.00 3.10
H -3.31 5.08 1.65
H -2.05 5.53 2.82
H -5.39 2.64 3.00
H -6.01 0.42 3.84
H -4.71 -1.57 3.14
H -2.71 -2.64 2.15
H 0.40 -5.43 -0.88
H 0.49 -7.53 -2.21
H -1.59 -8.48 -3.16
H -3.76 -7.36 -2.74
H -3.83 -5.27 -1.41
O 4.42 -4.38 4.63
C 3.62 -3.81 3.70
C 2.78 -2.74 3.99
C 2.02 -2.20 2.98
N 2.09 -2.67 1.73
C 2.87 -3.70 1.44
C 3.66 -4.30 2.40
C 2.84 -4.20 -0.01
O 3.55 -5.16 -0.29
O 2.04 -3.57 -0.78
C 1.08 -1.02 3.21
O 0.98 -0.57 4.35
O 0.49 -0.59 2.16
H 4.27 -3.96 5.49
H 2.69 -2.32 4.99
H 4.29 -5.14 2.13
C 1.13 0.90 -4.74
C 2.56 0.84 -4.29
C 3.55 0.35 -5.13
C 4.86 0.23 -4.70
C 5.20 0.59 -3.41
C 4.23 1.08 -2.53
C 4.57 1.45 -1.11
C 2.92 1.22 -2.99
N 1.91 1.59 -2.08
C 1.38 2.73 -2.08
C 1.85 3.87 -2.95
C 0.30 3.02 -1.07
C 0.13 4.49 -0.73
N -0.37 2.06 -0.60
C -1.32 2.23 0.45
C -2.61 2.93 -0.02
C -2.73 3.52 -1.39
C -3.65 2.80 0.77
C -2.73 2.84 3.15
C -1.28 3.00 2.85
C -0.62 2.75 1.73
C 0.88 2.73 1.79
H 1.02 0.45 -5.72
H 0.76 1.93 -4.78
H 0.50 0.35 -4.03
H 3.28 0.03 -6.13
H 5.62 -0.17 -5.36
H 6.21 0.47 -3.05
H 5.55 1.07 -0.84
H 3.83 1.03 -0.42
H 4.57 2.53 -0.98
H 2.53 3.50 -3.71
H 2.37 4.62 -2.36
H 1.00 4.36 -3.44
H 1.09 4.92 -0.42
H -0.59 4.64 0.06
H -0.18 5.04 -1.62
H -2.31 2.83 -2.13
H -2.22 4.48 -1.49
H -3.78 3.68 -1.62
H -4.64 3.16 0.49
H -2.81 2.26 4.07
H -0.70 3.29 3.73
H 1.21 3.01 2.79
H 1.37 3.38 1.07
H 1.21 1.70 1.61
*
```


Copy entry 3 word for word.
The following is a quantum chemistry calculation of a molecular structure, C42H39N5O8Pb in a non-equilibrium geometry, from the OMol25 dataset.

Properties
Gap between HOMO and LUMO, eV: 5.009
LUMO level, eV: -2.312
Energy above the lowest of the compared OMol25 structures with the same formula, charge and spin, eV: 3.5615
E_HOMO, eV: -7.321
Maximum force, eV/Å: 1.84

Structure (ORCA input):
```
! wB97M-V def2-TZVPD RIJCOSX def2/J DEFGRID3
* xyz 0 1
Pb 0.65 -1.79 0.04
C -3.10 5.22 2.70
O -3.38 4.05 3.47
C -3.53 2.01 2.05
C -4.81 1.76 2.75
C -5.14 0.55 3.22
C -4.38 -0.59 2.83
C -3.30 -0.53 1.98
C -2.86 -1.83 1.43
N -2.86 -2.03 0.17
N -2.79 -3.23 -0.38
C -1.72 -3.97 -0.28
O -0.71 -3.64 0.43
C -1.72 -5.24 -1.07
C -0.50 -5.88 -1.29
C -0.46 -7.04 -2.04
C -1.63 -7.58 -2.56
C -2.84 -6.94 -2.33
C -2.89 -5.77 -1.59
C -2.79 0.75 1.61
O -1.78 0.85 0.81
H -3.74 6.00 3.10
H -3.31 5.08 1.65
H -2.05 5.53 2.82
H -5.39 2.64 3.00
H -6.01 0.42 3.84
H -4.71 -1.57 3.14
H -2.71 -2.64 2.15
H 0.40 -5.43 -0.88
H 0.49 -7.53 -2.21
H -1.59 -8.48 -3.16
H -3.76 -7.36 -2.74
H -3.83 -5.27 -1.41
O 4.42 -4.38 4.63
C 3.62 -3.81 3.70
C 2.78 -2.74 3.99
C 2.02 -2.20 2.98
N 2.09 -2.67 1.73
C 2.87 -3.70 1.44
C 3.66 -4.30 2.40
C 2.84 -4.20 -0.01
O 3.55 -5.16 -0.29
O 2.04 -3.57 -0.78
C 1.08 -1.02 3.21
O 0.98 -0.57 4.35
O 0.49 -0.59 2.16
H 4.27 -3.96 5.49
H 2.69 -2.32 4.99
H 4.29 -5.14 2.13
C 1.13 0.90 -4.74
C 2.56 0.84 -4.29
C 3.55 0.35 -5.13
C 4.86 0.23 -4.70
C 5.20 0.59 -3.41
C 4.23 1.08 -2.53
C 4.57 1.45 -1.11
C 2.92 1.22 -2.99
N 1.91 1.59 -2.08
C 1.38 2.73 -2.08
C 1.85 3.87 -2.95
C 0.30 3.02 -1.07
C 0.13 4.49 -0.73
N -0.37 2.06 -0.60
C -1.32 2.23 0.45
C -2.61 2.93 -0.02
C -2.73 3.52 -1.39
C -3.65 2.80 0.77
C -2.73 2.84 3.15
C -1.28 3.00 2.85
C -0.62 2.75 1.73
C 0.88 2.73 1.79
H 1.02 0.45 -5.72
H 0.76 1.93 -4.78
H 0.50 0.35 -4.03
H 3.28 0.03 -6.13
H 5.62 -0.17 -5.36
H 6.21 0.47 -3.05
H 5.55 1.07 -0.84
H 3.83 1.03 -0.42
H 4.57 2.53 -0.98
H 2.53 3.50 -3.71
H 2.37 4.62 -2.36
H 1.00 4.36 -3.44
H 1.09 4.92 -0.42
H -0.59 4.64 0.06
H -0.18 5.04 -1.62
H -2.31 2.83 -2.13
H -2.22 4.48 -1.49
H -3.78 3.68 -1.62
H -4.64 3.16 0.49
H -2.81 2.26 4.07
H -0.70 3.29 3.73
H 1.21 3.01 2.79
H 1.37 3.38 1.07
H 1.21 1.70 1.61
*
```


Question: energy above the lowest of the compared OMol25 structures with the same formula, charge and spin of number 2 (Cl2S2)?
Answer: 0.1610 eV


Question: Which value of energy above the lowest of the compared OMol25 structures with the same formula, charge and spin does entry 1 give?
Answer: 4.7386 eV